[1]
Below is an isolated ion of composition C5H11N4O and charge +1, with properties calculated with ωB97M-V/def2-TZVPD.

```
21
Properties=species:S:1:pos:R:3:nbo_charge:R:1
C 2.937 0.046 0.091 0.442
C 0.499 0.283 0.758 -0.216
C 1.517 0.470 -0.561 -0.188
C -1.270 -2.401 0.259 -0.079
C -1.444 1.621 0.033 -0.435
N 1.126 -0.317 -1.600 -0.488
N -1.076 -0.372 -0.847 -0.041
N -1.138 -1.657 -0.754 -0.236
N -0.779 0.363 0.178 -0.164
O 3.177 -0.811 0.861 -0.460
H 3.839 0.612 -0.328 0.155
H 0.609 -0.703 1.213 0.232
H 0.850 1.069 1.380 0.257
H 1.463 1.554 -0.825 0.218
H -1.369 -3.536 0.083 0.251
H 1.343 -1.242 -1.505 0.322
H -1.511 -2.059 1.301 0.248
H -2.484 1.577 0.463 0.246
H -0.756 2.394 0.562 0.222
H -1.531 1.972 -1.140 0.254
H -1.041 -2.069 -1.708 0.459
```

Its HOMO-LUMO gap (spin up / spin down) is 0.279 / 0.292 hartree. The LUMO energy (spin up / spin down) is -0.2091 / -0.1968 Eh. For the total energy, the calculation gives -490.8873 Eh. The charge is +1. As for the HOMO energy (spin up / spin down): -13.291 / -13.287 eV.

=====

[2]
Below is an isolated ion of composition C5H11N4S and charge +1, with properties calculated with ωB97M-V/def2-TZVPD.

```
21
Properties=species:S:1:pos:R:3:lowdin_spin:R:1
C -1.425 -0.514 -1.136 0.356
C -0.155 -0.405 -0.725 0.272
C -2.132 0.828 0.708 0.045
C 1.957 -1.196 -0.014 0.026
C 0.152 0.849 0.025 0.372
N -2.448 0.261 -0.541 0.313
N 0.966 -1.082 -1.129 0.219
N -0.901 1.501 0.586 0.160
N 1.600 -0.434 1.219 0.083
S 1.439 1.924 -0.276 0.072
H -1.629 -1.232 -1.821 0.024
H -2.949 1.470 1.082 0.000
H -1.936 -0.010 1.486 0.016
H 2.144 -2.267 0.195 0.006
H 3.023 -0.799 -0.263 0.006
H -3.429 0.082 -0.921 0.003
H 0.835 -1.938 -1.640 0.005
H -0.844 2.492 0.800 0.009
H 1.400 -0.995 2.075 0.002
H 2.271 0.341 1.484 0.004
H 2.060 1.123 -1.195 0.008
```

Its HOMO-LUMO gap (spin up / spin down) is 0.249 / 0.255 hartree. The LUMO energy (spin up / spin down) is -0.0937 / -0.2207 Eh. For the total energy, the calculation gives -813.9451 Eh. The spin multiplicity is 3. The charge is +1. As for the HOMO energy (spin up / spin down): -9.326 / -12.938 eV.

=====

[3]
Below is an isolated ion of composition C5H11NO and charge -1, with properties calculated with ωB97M-V/def2-TZVPD.

```
18
Properties=species:S:1:pos:R:3:lowdin_spin:R:1
C 0.106 1.813 -0.296 0.011
C -0.177 0.665 -1.315 0.003
C 0.410 -0.673 -0.787 0.044
C -0.138 -1.337 0.556 0.083
C 0.261 -0.617 1.812 0.439
O 1.517 -0.697 2.091 0.321
N -1.599 0.460 -1.449 0.001
H -0.540 1.659 0.576 0.004
H 1.128 1.724 0.067 0.001
H -0.235 2.794 -0.622 0.002
H 0.285 1.124 -2.222 0.002
H 1.493 -0.542 -0.657 0.004
H 0.366 -1.499 -1.517 0.011
H 0.311 -2.330 0.489 0.020
H -1.221 -1.356 0.518 0.009
H -0.357 0.143 2.295 0.046
H -2.178 1.272 -1.451 0.000
H -1.872 -0.412 -1.865 0.001
```

Its HOMO-LUMO gap (spin up / spin down) is 0.127 / 0.249 hartree. The LUMO energy (spin up / spin down) is 0.1465 / 0.1454 Eh. For the total energy, the calculation gives -327.0315 Eh. The spin multiplicity is 2. The charge is -1. As for the HOMO energy (spin up / spin down): 0.522 / -2.817 eV.

=====

[4]
Below is one molecule with the formula C5H11NO, with properties calculated with ωB97M-V/def2-TZVPD.

```
18
Properties=species:S:1:pos:R:3:nbo_charge:R:1
C -2.132 0.192 -1.035 -0.666
C -1.509 -0.279 0.290 -0.202
N -0.015 -0.106 0.374 -0.437
C 0.525 0.081 1.716 -0.405
C 0.799 -0.131 -0.730 0.685
O 0.388 -0.303 -1.873 -0.643
C 2.306 0.058 -0.603 -0.713
H -2.651 1.152 -0.963 0.201
H -2.808 -0.553 -1.470 0.212
H -1.291 0.258 -1.728 0.281
H -1.744 -1.338 0.470 0.191
H -1.923 0.280 1.139 0.195
H 0.146 -0.686 2.402 0.198
H 1.616 0.012 1.730 0.215
H 0.251 1.064 2.121 0.193
H 2.676 -0.104 -1.617 0.249
H 2.780 -0.666 0.064 0.219
H 2.585 1.069 -0.289 0.226
```

Its HOMO-LUMO gap is 0.369 hartree. The LUMO energy is 0.0325 Eh. For the total energy, the calculation gives -327.0962 Eh. The SMILES is CCN(C)C(C)=O. As for the HOMO energy: -9.168 eV.

=====

[5]
Below is a 3-piece molecular cluster, C5H11NO overall, with properties calculated with ωB97M-V/def2-TZVPD.

```
18
Properties=species:S:1:pos:R:3:nbo_charge:R:1
C -2.088 -0.417 -0.637 -0.371
C -1.482 0.742 -0.861 -0.421
C 0.988 0.674 0.487 0.225
C 0.428 1.369 1.689 -0.688
N 1.403 -0.528 0.572 -0.535
C 1.951 -1.087 -0.600 0.534
O 2.583 -0.484 -1.434 -0.546
H -2.028 -1.241 -1.344 0.200
H -0.852 -1.966 0.365 -0.030
H -2.666 -0.603 0.265 0.199
H -0.900 0.920 -1.761 0.201
H -1.561 1.568 -0.159 0.193
H 1.073 1.225 -0.456 0.183
H -0.049 2.321 1.441 0.219
H -0.294 0.723 2.199 0.242
H 1.246 1.557 2.391 0.246
H -0.201 -1.778 0.676 0.027
H 1.771 -2.175 -0.665 0.122
```

Its HOMO-LUMO gap is 0.377 hartree. The LUMO energy is 0.0114 Eh. For the total energy, the calculation gives -327.0006 Eh. The SMILES is C/C=N/C=O.[H][H].C=C. As for the HOMO energy: -9.957 eV.

=====

[6]
Below is one molecule with the formula C5H11NO, with properties calculated with ωB97M-V/def2-TZVPD.

```
18
Properties=species:S:1:pos:R:3:nbo_charge:R:1
C -2.091 0.385 -0.895 -0.633
C -1.407 -0.118 0.370 -0.220
N 0.040 0.217 0.429 -0.478
C 0.714 0.102 1.910 -0.714
C 0.855 -0.527 -0.537 0.741
O 0.396 -1.461 -1.138 -0.531
C 2.264 -0.020 -0.673 -0.742
H -3.168 0.189 -0.840 0.229
H -1.704 -0.115 -1.787 0.227
H -1.962 1.469 -1.011 0.204
H -1.484 -1.204 0.464 0.230
H -1.840 0.340 1.263 0.218
H -0.113 -0.365 2.467 0.144
H 1.457 -0.704 1.779 0.135
H 0.174 1.215 0.307 0.430
H 2.379 0.457 -1.653 0.247
H 2.939 -0.878 -0.643 0.256
H 2.515 0.681 0.126 0.255
```

Its HOMO-LUMO gap is 0.289 hartree. The LUMO energy is 0.0262 Eh. For the total energy, the calculation gives -326.9953 Eh. As for the HOMO energy: -7.138 eV.

=====

[7]
Below is one molecule with the formula C5H11NO, with properties calculated with ωB97M-V/def2-TZVPD.

```
18
Properties=species:S:1:pos:R:3:nbo_charge:R:1
C 3.121 0.238 0.310 -0.139
C -0.568 0.672 -1.221 -0.629
C -1.152 -1.552 -0.227 -0.628
C -1.165 0.746 1.161 -0.634
C -0.535 -0.194 0.034 0.237
N 1.985 0.741 0.173 -0.108
O 0.854 -0.512 0.243 -0.484
H 3.864 1.034 0.224 0.220
H 3.261 -0.861 0.517 0.216
H 0.158 1.456 -1.055 0.233
H -0.312 0.059 -2.091 0.205
H -1.608 1.093 -1.385 0.199
H -0.787 -2.010 -1.181 0.224
H -2.220 -1.542 -0.542 0.222
H -1.068 -2.221 0.708 0.223
H -0.357 1.166 1.696 0.223
H -1.711 1.544 0.657 0.213
H -1.760 0.142 1.979 0.208
```

Its HOMO-LUMO gap is 0.392 hartree. The LUMO energy is 0.0392 Eh. For the total energy, the calculation gives -326.9780 Eh. The SMILES is C=NOC(C)(C)C. As for the HOMO energy: -9.598 eV.

=====

[8]
Below is a 2-piece molecular cluster, C5H11NO overall, with properties calculated with ωB97M-V/def2-TZVPD.

```
18
Properties=species:S:1:pos:R:3:nbo_charge:R:1
C 2.383 1.395 0.926 -0.617
C 1.760 0.455 -0.090 -0.391
C 0.652 -0.501 0.279 -0.125
C 0.111 -1.157 -0.939 -0.010
C -0.583 -1.687 -1.748 -0.270
H -2.851 0.231 -0.775 0.472
H -3.053 1.350 0.229 0.464
H 1.582 1.948 1.408 0.215
H 3.205 2.099 0.608 0.222
H 2.855 0.802 1.711 0.207
H 2.518 -0.236 -0.564 0.211
H 1.306 1.025 -0.914 0.191
H 1.127 -1.316 0.883 0.207
H -1.203 -0.466 1.076 0.383
H -0.613 0.993 0.531 0.340
H -1.085 -1.995 -2.653 0.242
N -0.421 0.161 1.043 -0.806
O -3.348 0.425 0.074 -0.934
```

Its HOMO-LUMO gap is 0.379 hartree. The LUMO energy is 0.0263 Eh. For the total energy, the calculation gives -327.0177 Eh. The SMILES is C#C[C@H](N)CC.O. As for the HOMO energy: -9.591 eV.

=====

[9]
Below is a 2-piece molecular cluster, C5H11NO overall, with properties calculated with ωB97M-V/def2-TZVPD.

```
18
Properties=species:S:1:pos:R:3:nbo_charge:R:1
C 1.044 -0.901 -2.163 -0.530
C 0.120 -0.473 -1.273 0.020
N -0.438 -1.158 -0.209 -0.613
C -1.129 -0.362 0.882 -0.249
C -0.828 -0.710 3.422 -0.392
C -0.419 -0.260 2.254 -0.220
H 1.612 -1.776 -2.055 0.196
H 1.289 -0.169 -2.954 0.209
H -0.373 0.568 -1.403 0.189
H 0.035 -1.864 0.306 0.382
H -2.167 -0.943 1.087 0.182
H -1.538 0.595 0.521 0.216
H -0.367 -0.867 4.473 0.225
H -1.947 -0.966 3.499 0.185
H 0.631 0.099 2.098 0.199
H 0.926 2.773 -3.239 0.463
H 2.021 3.577 -2.675 0.463
O 1.527 2.839 -2.570 -0.924
```

Its HOMO-LUMO gap is 0.324 hartree. The LUMO energy is 0.0339 Eh. For the total energy, the calculation gives -326.9985 Eh. The SMILES is C=CCNC=C.O. As for the HOMO energy: -7.891 eV.

=====

[10]
Below is a 2-piece molecular cluster, C5H11NO overall, with properties calculated with ωB97M-V/def2-TZVPD.

```
18
Properties=species:S:1:pos:R:3:nbo_charge:R:1
C 0.034 -0.142 -0.096 -0.278
C -1.119 -0.499 0.458 -0.019
N -2.246 -1.066 -0.163 -0.815
C 1.026 0.838 0.498 -0.478
C 0.996 2.146 -0.222 -0.158
C 1.773 3.183 0.070 -0.401
H 0.125 -0.238 -1.178 0.193
H -1.251 -0.502 1.538 0.178
H -2.821 -1.531 0.519 0.369
H -2.040 -1.642 -0.967 0.391
H 0.735 0.968 1.544 0.216
H 1.988 0.327 0.590 0.219
H 0.261 2.258 -1.011 0.201
H 1.717 4.124 -0.462 0.196
H 2.741 3.023 0.528 0.189
H 0.072 -4.072 -0.130 0.467
H -0.286 -2.657 0.208 0.476
O -0.201 -3.250 -0.553 -0.946
```

Its HOMO-LUMO gap is 0.336 hartree. The LUMO energy is 0.0306 Eh. For the total energy, the calculation gives -327.0419 Eh. The SMILES is C=CC/C=C/N.O. As for the HOMO energy: -8.320 eV.

=====

[11]
Below is a 2-piece molecular cluster, C5H11NO overall, with properties calculated with ωB97M-V/def2-TZVPD.

```
18
Properties=species:S:1:pos:R:3:nbo_charge:R:1
C -1.897 -0.855 -0.737 -0.623
C -1.502 -0.232 0.593 -0.218
N -0.121 -0.556 0.994 -0.421
C 0.622 0.612 1.550 -0.252
C 0.905 0.061 0.239 -0.014
C 1.692 -0.293 -0.767 0.117
O 1.499 -1.456 -1.452 -0.673
H -2.959 -0.666 -0.926 0.217
H -1.743 -1.941 -0.738 0.206
H -1.322 -0.411 -1.558 0.216
H -1.658 0.859 0.537 0.169
H -2.142 -0.612 1.393 0.197
H 0.074 1.557 1.643 0.199
H 1.303 0.381 2.374 0.210
H 1.539 2.413 -0.559 -0.001
H 2.520 0.301 -1.141 0.195
H 2.136 2.851 -0.634 -0.008
H 0.989 -2.019 -0.848 0.481
```

Its HOMO-LUMO gap is 0.346 hartree. The LUMO energy is 0.0396 Eh. For the total energy, the calculation gives -326.9816 Eh. The SMILES is CCN1C/C1=C/O.[H][H]. As for the HOMO energy: -8.343 eV.

=====

[12]
Below is one molecule with the formula C5H11NO, with properties calculated with ωB97M-V/def2-TZVPD.

```
18
Properties=species:S:1:pos:R:3:nbo_charge:R:1
C 2.743 0.648 0.111 -0.252
O 1.472 0.979 -0.399 -0.528
C 0.650 -0.137 -0.572 0.092
C -0.109 -0.659 0.670 -0.253
N -1.329 -0.706 -0.146 -0.420
C -2.564 -0.292 0.474 -0.410
C -0.732 0.204 -1.133 -0.231
H 3.150 1.544 0.586 0.193
H 3.426 0.326 -0.689 0.169
H 2.687 -0.152 0.863 0.167
H 1.158 -0.937 -1.129 0.171
H 0.181 -1.614 1.125 0.192
H -0.129 0.131 1.441 0.174
H -2.505 0.724 0.910 0.161
H -2.830 -0.993 1.273 0.201
H -3.370 -0.302 -0.267 0.201
H -0.952 1.267 -0.936 0.179
H -0.949 -0.030 -2.181 0.193
```

Its HOMO-LUMO gap is 0.361 hartree. The LUMO energy is 0.0409 Eh. For the total energy, the calculation gives -327.0441 Eh. The SMILES is COC1CN(C)C1. As for the HOMO energy: -8.703 eV.